Record 1
49
Properties=species:S:1:pos:R:3:mulliken_charge:R:1 method="wB97M-V/def2-TZVPD" orbital_gap_ha=0.27819 energy_ha=-3963.29098 charge=+1 multiplicity=1
K 1.45 0.07 -2.68 1.10
K 1.65 -0.18 2.54 1.02
K -0.75 -4.07 -1.74 0.99
K -0.04 -4.05 1.94 1.05
P -0.14 -1.30 0.08 -0.24
O 0.60 0.05 0.12 -0.13
O 0.97 -2.43 -0.03 -1.54
O -1.11 -1.51 -1.07 -0.82
O -1.03 -1.41 1.35 -1.19
C -2.32 1.18 3.35 -0.51
C -3.08 1.59 2.07 -0.16
O -3.44 0.46 1.31 -0.58
O -1.07 0.44 3.12 -0.49
H -2.98 0.63 4.02 0.27
H -1.94 2.10 3.79 0.32
H -2.44 2.13 1.35 0.10
H -3.97 2.14 2.38 0.34
H -2.72 -0.17 1.13 0.28
H -1.19 -0.23 2.42 0.44
C -2.86 0.31 -2.78 -0.61
C -3.33 -0.93 -3.57 -0.36
O -2.73 -2.13 -3.08 -0.66
O -1.47 0.52 -2.55 -0.46
H -3.38 0.35 -1.82 0.24
H -3.20 1.19 -3.33 0.39
H -3.22 -0.70 -4.64 0.30
H -4.42 -0.97 -3.49 0.29
H -2.18 -1.92 -2.31 0.81
H -1.34 -0.04 -1.76 0.25
C 4.15 -1.33 -0.14 -0.28
C 4.50 -2.69 0.54 -0.38
O 3.32 -3.18 1.24 -0.51
O 3.20 -1.43 -1.16 -0.40
H 5.11 -0.99 -0.54 0.42
H 3.77 -0.65 0.63 -0.02
H 5.30 -2.53 1.27 0.38
H 4.94 -3.37 -0.19 0.21
H 2.57 -2.94 0.67 0.49
H 2.40 -1.77 -0.72 0.41
C 0.66 3.45 0.55 -0.52
C 2.11 3.27 0.11 -0.26
O 2.50 1.85 0.16 -0.43
O -0.25 2.87 -0.38 -0.49
H 0.45 4.52 0.50 0.44
H 0.50 3.16 1.59 0.15
H 2.80 3.82 0.75 0.36
H 2.24 3.52 -0.94 0.18
H 1.64 1.39 0.13 0.47
H -0.25 1.91 -0.20 0.32

Record 2
34
Properties=species:S:1:pos:R:3:mulliken_charge:R:1 method="wB97M-V/def2-TZVPD" orbital_gap_ha=0.34982 energy_ha=-673.85122 charge=0 multiplicity=1 smiles="CCN(C)C(C)=O.Cc1ccc(O)cc1"
C -0.85 0.48 1.18 -0.84
C 0.25 -0.31 1.91 -0.86
N -0.20 -1.21 2.98 0.10
C -0.59 -0.55 4.19 -0.98
C -0.67 -2.44 2.54 0.77
C -0.87 -2.67 1.07 -1.21
O -0.89 -3.32 3.34 -0.63
H -1.20 1.21 1.91 0.35
H -1.71 0.13 0.61 0.29
H -0.31 0.95 0.40 0.22
H 0.79 -0.92 1.18 0.36
H 1.04 0.33 2.30 0.40
H -1.20 -1.19 4.80 0.39
H 0.24 -0.13 4.73 0.29
H -1.30 0.26 3.93 0.33
H 0.07 -3.06 0.68 0.29
H -1.51 -3.55 1.01 0.43
H -1.39 -2.00 0.39 0.30
C -1.50 2.18 -3.14 -1.42
C -0.19 1.51 -2.78 0.59
C -0.17 0.22 -2.30 -0.38
C 0.99 -0.45 -1.89 -0.59
C 2.16 0.28 -1.89 0.95
O 3.33 -0.35 -1.51 -0.53
C 2.17 1.60 -2.31 -0.71
C 1.01 2.24 -2.73 -0.51
H -1.63 3.09 -2.56 0.32
H -2.32 1.51 -2.89 0.35
H -1.52 2.40 -4.21 0.36
H -1.07 -0.39 -2.36 0.32
H 0.85 -1.44 -1.48 0.39
H 4.04 0.15 -1.92 0.30
H 3.12 2.11 -2.48 0.25
H 1.03 3.33 -2.69 0.34

Record 3
18
Properties=species:S:1:pos:R:3:mulliken_charge:R:1 method="wB97M-V/def2-TZVPD" orbital_gap_ha="0.17100 / 0.37725" energy_ha=-882.79289 charge=0 multiplicity=1
O -3.89 -0.15 2.92 -0.84
C -4.58 -0.75 2.04 1.12
O -5.83 -0.45 1.96 -0.66
O -4.02 -1.63 1.29 -0.31
O -6.28 -4.25 0.08 -0.34
C -5.48 -3.60 0.96 -0.18
C -4.81 -2.38 0.32 -0.38
Mg -5.55 0.83 3.48 0.30
H -4.65 -4.22 1.38 0.32
H -6.03 -3.23 1.87 0.17
H -5.55 -1.71 -0.13 0.36
H -4.09 -2.69 -0.45 0.33
C -8.78 -2.08 1.97 0.74
O -8.42 -2.24 3.11 -0.58
O -8.14 -1.39 1.05 -0.43
H -7.25 -1.11 1.38 0.48
O -9.96 -2.47 1.49 -0.46
H -10.44 -2.95 2.17 0.37

Record 4
14
Properties=species:S:1:pos:R:3:mulliken_charge:R:1 method="wB97M-V/def2-TZVPD" orbital_gap_ha=0.21151 energy_ha=-382.34218 charge=-1 multiplicity=1 smiles="O=C(O)CCC[O-]"
O -2.13 2.03 -0.19 -0.62
C -1.23 1.30 -0.57 0.49
O -0.55 1.62 -1.69 -0.42
C -0.73 0.12 0.21 -0.40
C 0.71 -0.28 -0.11 -0.39
C 1.08 -1.50 0.80 -0.60
O 0.64 -1.37 2.05 -0.87
H -0.70 2.55 -1.86 0.31
H -1.38 -0.75 0.09 0.26
H -0.77 0.32 1.28 0.24
H 0.87 -0.51 -1.17 0.24
H 1.36 0.53 0.23 0.29
H 2.19 -1.66 0.65 0.26
H 0.64 -2.40 0.27 0.19

Record 5
26
Properties=species:S:1:pos:R:3:mulliken_charge:R:1 method="wB97M-V/def2-TZVPD" orbital_gap_ha=0.36943 energy_ha=-390.59072 charge=0 multiplicity=1 smiles=Cc1ccccc1.CCC
C 2.36 -0.38 -1.43 -1.62
C 1.26 0.63 -1.17 1.08
C 0.20 0.65 -2.09 -0.63
C -0.67 1.73 -1.88 -0.14
C -0.51 2.71 -0.93 -0.63
C 0.50 2.58 0.01 -0.26
C 1.46 1.57 -0.17 -0.64
H 2.08 -1.43 -1.65 0.32
H 3.04 -0.61 -0.58 0.37
H 2.94 0.05 -2.24 0.35
H -0.09 -0.17 -2.73 0.36
H -1.47 1.85 -2.67 0.28
H -1.07 3.66 -0.93 0.35
H 0.70 3.23 0.86 0.38
H 2.32 1.56 0.45 0.41
C -2.13 -0.70 1.82 -1.20
C -1.26 -1.60 0.91 0.39
C -0.28 -2.39 1.71 -1.30
H -1.47 -0.06 2.41 0.33
H -2.33 -1.35 2.67 0.37
H -3.03 -0.32 1.34 0.32
H -1.77 -2.30 0.24 0.34
H -0.72 -0.89 0.24 -0.26
H 0.62 -1.92 2.08 0.35
H -0.69 -2.86 2.62 0.36
H 0.01 -3.27 1.12 0.31

Record 6
58
Properties=species:S:1:pos:R:3:mulliken_charge:R:1 method="wB97M-V/def2-TZVPD" orbital_gap_ha=0.05945 energy_ha=-2003.19838 charge=0 multiplicity=1
C 5.03 3.91 0.47 -0.96
C 4.44 2.53 1.17 -0.49
C 2.78 2.42 0.99 -0.02
Cl 2.38 0.82 0.15 -0.20
N 2.04 2.65 2.29 -0.08
C 0.68 2.96 2.32 0.19
N -0.11 3.04 1.01 -0.33
C -1.51 3.35 1.55 0.03
C -2.78 3.49 0.52 -0.26
O -3.64 4.67 0.75 -0.33
C -2.86 5.87 1.09 -0.54
N -1.49 3.46 3.06 -0.07
N -0.22 3.22 3.55 0.64
N 0.19 3.21 4.87 -0.94
C -0.87 2.86 5.72 0.21
S -2.43 3.01 6.44 -0.19
H 6.08 4.23 0.93 0.29
H 5.23 3.75 -0.68 0.27
H 4.31 4.84 0.56 0.28
H 4.90 1.64 0.54 0.26
H 4.77 2.39 2.28 0.32
H 2.49 3.33 0.27 0.28
H 2.51 2.57 3.23 0.34
H -2.36 3.40 -0.58 0.25
H -3.47 2.53 0.69 0.30
H -3.57 6.80 0.87 0.23
H -1.87 6.02 0.48 0.27
H -2.70 5.86 2.26 0.21
H -2.39 3.69 3.53 0.36
C -1.59 -4.57 -3.59 -1.67
C -1.55 -4.30 -2.07 1.33
C -0.45 -5.17 -1.42 -1.22
C 0.98 -4.75 -1.73 -0.63
C 1.13 -3.26 -2.03 -1.33
C 0.01 -2.36 -1.44 1.66
N -1.28 -2.86 -1.95 0.53
O -2.37 -2.11 -1.51 -0.73
C 0.26 -0.94 -2.01 -1.67
C 0.14 -2.30 0.09 -1.49
C -2.90 -4.81 -1.48 -1.71
H -2.39 -4.00 -4.07 0.40
H -1.77 -5.63 -3.81 0.36
H -0.65 -4.29 -4.08 0.34
H -0.58 -5.16 -0.33 0.33
H -0.57 -6.23 -1.71 0.54
H 1.62 -5.02 -0.88 0.31
H 1.36 -5.32 -2.59 0.34
H 2.12 -2.92 -1.68 0.47
H 1.16 -3.14 -3.12 0.37
H 0.13 -0.92 -3.10 0.41
H 1.28 -0.60 -1.79 0.28
H -0.43 -0.20 -1.57 0.38
H 1.13 -1.92 0.38 0.32
H 0.03 -3.28 0.57 0.30
H -0.60 -1.63 0.54 0.35
H -3.03 -5.89 -1.67 0.38
H -3.77 -4.31 -1.93 0.34
H -2.94 -4.67 -0.39 0.39